Density functional theory data (wB97M-V/def2-TZVPD) for a molecular structure, C43H24Cl2F4N4O5PSSnTe.

```
! RIJCOSX wB97M-V def2-TZVPD def2/J DEFGRID3
* xyz 1 1
Sn 1.400 -1.819 -0.531
O 2.364 1.418 -0.221
C 1.451 1.242 -1.033
O 0.974 0.098 -1.400
C 0.831 2.441 -1.711
C 1.630 3.175 -2.582
C 1.101 4.232 -3.300
C -0.227 4.590 -3.147
C -1.027 3.897 -2.260
C -0.509 2.817 -1.537
P -1.652 2.159 -0.335
C -2.104 3.490 0.766
C -3.281 4.217 0.598
C -3.524 5.317 1.408
C -2.593 5.693 2.365
C -1.419 4.969 2.528
C -1.168 3.865 1.732
C -3.029 1.396 -1.136
C -2.804 0.747 -2.353
C -3.823 0.005 -2.924
C -5.055 -0.085 -2.288
C -5.272 0.544 -1.068
C -4.259 1.284 -0.481
H 2.668 2.892 -2.706
H 1.727 4.772 -3.999
H -0.640 5.413 -3.715
H -2.063 4.190 -2.130
H -4.003 3.932 -0.156
H -4.437 5.883 1.284
H -2.778 6.561 2.984
H -0.694 5.265 3.274
H -0.254 3.298 1.859
H -1.834 0.812 -2.833
H -3.657 -0.508 -3.861
H -5.851 -0.661 -2.744
H -6.229 0.452 -0.571
H -4.423 1.759 0.478
O 7.040 -0.125 0.086
C 6.879 -0.411 -1.222
C 7.955 -0.354 -2.105
C 7.793 -0.683 -3.436
C 6.549 -1.072 -3.926
C 5.481 -1.135 -3.061
C 5.621 -0.806 -1.705
C 4.431 -0.918 -0.858
O 3.444 -1.584 -1.277
O 4.452 -0.330 0.292
H 7.962 0.104 0.255
H 8.927 -0.053 -1.732
H 8.648 -0.637 -4.098
H 6.424 -1.331 -4.967
H 4.504 -1.424 -3.419
Te 2.859 -0.322 1.555
C 3.788 -1.907 2.547
C 4.455 -1.863 3.738
C 5.032 -3.115 4.085
C 4.797 -4.076 3.148
S 3.886 -3.467 1.839
H 4.525 -0.971 4.347
H 5.601 -3.290 4.987
H 5.120 -5.105 3.147
Cl 1.112 -0.314 3.994
C 0.408 -1.899 4.438
Cl 0.254 -2.985 3.058
H -0.576 -1.712 4.843
H 1.072 -2.357 5.159
F -1.680 -1.504 -0.592
C -2.701 -2.159 0.026
C -3.239 -3.241 -0.592
F -2.727 -3.589 -1.782
C -4.304 -3.992 -0.014
C -4.687 -3.511 1.275
C -4.120 -2.425 1.878
F -4.573 -2.051 3.081
C -3.103 -1.671 1.271
C -2.529 -0.450 1.790
C -1.501 0.205 1.245
N -0.837 1.054 0.653
C -2.847 0.102 3.088
N -3.004 0.576 4.123
F -5.668 -4.135 1.934
C -4.908 -5.078 -0.651
C -5.939 -5.869 -0.054
N -6.768 -6.546 0.372
C -4.546 -5.493 -1.971
N -4.295 -5.832 -3.044
*
```

## Properties
relative energy (zero: lowest compared OMol25 entry of this formula, charge and spin): 0.00 kcal per mole
LUMO energy: -3.512 eV
M: 1132.938 g mol⁻¹